i:
Density functional theory data (ωB97M-V/def2-TZVPD) for a 2-piece molecular cluster, C2H4N2O2 overall.

Properties
**Spin multiplicity**: 1
**Total charge**: -2
**Highest occupied orbital energy (spin up / spin down)**: 2.49 / 2.48 eV

```
10
Properties=species:S:1:pos:R:3:mulliken_charge:R:1
C -0.25755 -0.13155 0.16365 -0.324
C -1.69037 0.35255 0.07359 -0.390
N 0.27552 -0.49555 -0.89038 -0.454
N 3.18472 -0.32157 0.34105 -0.291
O 4.26913 -0.21941 1.06683 -0.645
O -2.60460 -0.59616 0.00554 -0.825
H 0.41947 0.11092 0.91783 0.502
H -0.00227 -0.90680 -1.77598 0.195
H -1.97088 1.20538 1.03722 0.145
H -1.62318 1.00219 -0.93935 0.086
```

=====

ii:
Density functional theory data (ωB97M-V/def2-TZVPD) for a 2-piece molecular cluster, C2H4N2O2 overall.

Properties
**Spin multiplicity**: 1
**Total charge**: -2
**Highest occupied orbital energy**: -0.89 eV

```
10
Properties=species:S:1:pos:R:3:mulliken_charge:R:1
C 8.41899 0.17618 0.91949 -0.533
C -8.40749 -0.68099 -0.75582 -0.815
N 9.58909 0.32439 0.38609 -0.480
N -8.73202 0.57134 0.19251 -0.133
O 9.74982 0.37465 -0.89686 -0.605
O -9.92803 0.93847 0.03099 -0.517
H 7.40822 0.11970 0.49990 0.334
H 8.37421 -0.03778 1.95107 0.284
H -9.03736 -0.84863 -1.55207 0.232
H -7.43545 -0.93733 -0.77529 0.233
```

=====

Name the least stable of them. i.

=====

i:
Density functional theory data (ωB97M-V/def2-TZVPD) for an isolated ion of composition C7H15N4 and charge +1.

Properties
**Spin multiplicity**: 1
**Structure (SMILES)**: C=C1CN[C@H]2[NH2+]CN[C@H](N)[C@@H]12
**Total charge**: +1
**Highest occupied orbital energy**: -12.80 eV

```
26
Properties=species:S:1:pos:R:3:mulliken_charge:R:1
C 1.05074 -0.30544 -1.47848 0.099
C 1.00996 -0.48408 -2.83215 -1.136
C 2.02225 0.47045 -0.73332 -0.658
C -0.70915 0.97305 1.78993 -0.674
C -0.05170 -0.66529 -0.49791 0.112
C -1.17280 0.45007 -0.45171 0.224
C 0.72896 -0.79962 0.80576 -0.667
N 1.76049 0.20127 0.73195 -0.340
N -1.69983 0.82317 0.84533 -0.434
N -2.36458 0.05959 -1.20780 -0.750
N -0.17681 -0.50001 2.06741 -0.308
H 0.35856 -1.23425 -3.19947 0.378
H 1.96743 -0.22214 -3.28934 0.336
H 2.99926 0.08689 -0.84107 0.459
H 2.07749 1.61357 -0.79829 0.214
H 0.13557 1.51232 1.43130 0.402
H -1.08907 1.16469 2.73909 0.519
H -0.60620 -1.55857 -0.64212 0.640
H -0.87012 1.45204 -0.84645 0.325
H 1.22311 -1.73845 0.97986 0.470
H 2.34607 0.23488 1.61445 0.234
H -2.54294 0.15913 0.94438 0.395
H -2.92754 0.86800 -1.26175 0.246
H -2.12617 -0.32665 -2.03162 0.175
H 0.47978 -0.52641 2.95438 0.395
H -0.90488 -1.17692 2.12001 0.341
```

=====

ii:
Density functional theory data (ωB97M-V/def2-TZVPD) for an isolated ion of composition C7H15N4 and charge +1.

Properties
**Spin multiplicity**: 1
**Structure (SMILES)**: NN1CC([NH3+])=C2CCCCN21
**Total charge**: +1
**Highest occupied orbital energy**: -11.38 eV

```
26
Properties=species:S:1:pos:R:3:mulliken_charge:R:1
C -0.14366 0.61883 -0.11928 0.384
C -1.81809 0.91697 -0.60649 -0.515
C 0.98654 1.56910 -0.31813 -0.666
C -2.23572 -0.58296 -0.55954 -0.537
C 2.31875 0.85837 -0.54373 -0.637
C 2.42836 -0.44206 0.24841 -0.744
C 1.29666 -1.38762 -0.30650 -0.359
N 0.04063 -0.66789 -0.23924 0.421
N -1.04674 -1.43136 -0.48054 -0.098
N -1.14472 -2.56244 0.21674 -0.806
N -2.59211 1.76650 0.38453 -0.309
H 0.67270 2.22661 -1.03766 0.490
H 0.87732 2.04274 0.65746 0.321
H -2.82996 -0.63705 0.37857 0.268
H -3.05759 -0.65262 -1.33165 0.239
H 2.53800 0.83122 -1.66130 0.314
H 3.25075 1.50072 -0.21786 0.320
H 3.40394 -0.86337 0.26509 0.423
H 2.07326 -0.26054 1.27633 0.287
H 1.48517 -1.65716 -1.30065 0.338
H 1.14370 -2.32658 0.29280 0.346
H -1.85124 -2.71262 0.87445 0.224
H -1.27203 -3.40943 -0.37372 0.229
H -3.02331 1.08823 1.20113 0.368
H -3.41064 2.16390 -0.09546 0.375
H -2.08152 2.39981 0.93919 0.326
```

=====

Name the least stable of them. ii.

=====

i:
Density functional theory data (ωB97M-V/def2-TZVPD) for FHN2O2S as an isolated structure.

Properties
**Spin multiplicity**: 1
**Total charge**: 0
**Highest occupied orbital energy**: -10.49 eV

```
7
Properties=species:S:1:pos:R:3:mulliken_charge:R:1
N -0.41596 0.54208 -0.21370 -0.160
N -0.71365 -0.86006 0.10913 1.067
O -1.83610 -1.06885 0.47477 -0.523
O 0.15166 -1.65713 -0.08594 -0.491
F -1.02126 1.46386 0.66411 -0.119
S 1.74388 0.60944 0.22186 0.008
H 2.09144 0.97065 -1.17022 0.217
```

=====

ii:
Density functional theory data (ωB97M-V/def2-TZVPD) for an isolated molecule of FHN2O2S.

Properties
**Spin multiplicity**: 1
**Structure (SMILES)**: [O-]/[N+](=N\F)OS
**Total charge**: 0
**Highest occupied orbital energy**: -10.20 eV

```
7
Properties=species:S:1:pos:R:3:mulliken_charge:R:1
N -2.50856 0.43723 0.64371 -0.289
N -2.36722 -0.59825 0.01150 1.154
O -2.95807 -1.19882 -0.82571 -0.589
O -1.18635 -1.30707 0.54352 -0.338
F -3.60364 1.19180 0.27573 -0.148
S 0.31461 -0.63827 0.71524 0.019
H 0.71456 -1.41193 -0.40690 0.191
```

=====

Name the least stable of them. i.

=====

i:
Density functional theory data (ωB97M-V/def2-TZVPD) for an isolated molecule of C3H7NO3.

Properties
**Spin multiplicity**: 1
**Structure (SMILES)**: CON(O)C(C)=O
**Total charge**: 0
**Highest occupied orbital energy**: -9.64 eV

```
14
Properties=species:S:1:pos:R:3:mulliken_charge:R:1
C 0.93928 -1.28043 -0.94357 -0.925
C -1.74475 0.89387 -0.28214 -0.552
C 1.22228 -0.42983 0.22012 0.579
N 0.33671 0.49169 0.67383 0.216
O 0.31328 1.07093 1.84490 -0.396
O 2.30037 -0.53066 0.85800 -0.640
O -0.93773 -0.08539 0.30418 -0.273
H 0.11024 -1.89609 -0.69557 0.289
H 1.83201 -1.80552 -1.28102 0.310
H 0.47859 -0.70888 -1.77681 0.275
H -1.53645 1.86131 0.22854 0.239
H -2.75538 0.65832 -0.37635 0.306
H -1.37684 1.10125 -1.32032 0.240
H 0.81839 0.65944 2.54621 0.332
```

=====

ii:
Density functional theory data (ωB97M-V/def2-TZVPD) for a 2-piece molecular cluster, C3H7NO3 overall.

Properties
**Spin multiplicity**: 1
**Total charge**: 0
**Highest occupied orbital energy**: -10.18 eV

```
14
Properties=species:S:1:pos:R:3:mulliken_charge:R:1
O 0.20818 -1.20399 0.90579 -0.515
C 0.76715 -0.30817 0.18754 1.308
N 0.30063 0.06862 -1.21785 -0.457
C 0.11753 1.06157 -0.11125 -0.229
O -1.07672 1.36946 0.30926 -0.533
C 2.30344 -0.26428 0.23085 -1.264
H -0.59156 -0.26818 -1.47549 0.325
H 0.77142 1.95552 -0.21671 0.410
H 2.66811 -0.51692 -0.82008 0.299
H 2.69750 -1.05693 0.81362 0.382
H 2.73007 0.69961 0.59699 0.320
H -1.91217 -1.21906 0.29898 0.312
H -1.87451 0.32163 -0.03659 0.427
O -2.34671 -0.58182 -0.27487 -0.786
```

=====

iii:
Density functional theory data (ωB97M-V/def2-TZVPD) for a 2-piece molecular cluster, C3H7NO3 overall.

Properties
**Spin multiplicity**: 1
**Structure (SMILES)**: CC(O)(O)C#N.O
**Total charge**: 0
**Highest occupied orbital energy**: -11.43 eV

```
14
Properties=species:S:1:pos:R:3:mulliken_charge:R:1
C 0.55199 0.68245 -0.92422 -0.150
C -1.73612 0.26111 -0.53029 -1.230
C -0.39189 -0.29564 -0.30276 1.153
N 1.19000 1.44346 -1.46971 -0.396
O -0.14346 -0.45072 1.09218 -0.585
O -0.26984 -1.43775 -1.01968 -0.496
O 2.41957 0.09146 1.34128 -0.757
H 1.98508 0.30690 0.48521 0.317
H -1.99048 0.26251 -1.57562 0.348
H -2.55245 -0.39736 -0.03497 0.283
H -1.75276 1.25100 -0.07518 0.351
H 0.73461 -0.62161 1.50090 0.455
H -0.53342 -2.02802 -0.34450 0.359
H 2.48916 0.93224 1.85738 0.348
```

=====

iv:
Density functional theory data (ωB97M-V/def2-TZVPD) for an isolated molecule of C3H7NO3.

Properties
**Spin multiplicity**: 1
**Structure (SMILES)**: O=C(O)NCCO
**Total charge**: 0
**Highest occupied orbital energy**: -10.06 eV

```
14
Properties=species:S:1:pos:R:3:mulliken_charge:R:1
C 0.96655 0.12026 0.31261 -0.556
C 1.53898 -0.89617 -0.65344 -0.357
O 2.57808 -1.61840 0.06090 -0.534
N -0.10380 0.91728 -0.29766 -0.168
C -1.42064 0.73000 -0.03003 0.519
O -1.68730 -0.12365 0.97899 -0.452
O -2.28260 1.36161 -0.60127 -0.589
H 0.49333 -0.42565 1.13240 0.306
H 1.73176 0.69361 0.83697 0.392
H 0.75926 -1.62765 -0.89553 0.251
H 2.02310 -0.63919 -1.59016 0.311
H 2.17421 -2.04077 0.82690 0.299
H 0.16142 1.82608 -0.58488 0.251
H -2.41205 -0.68950 0.78850 0.327
```

=====

Name the least stable of them. ii.

=====

i:
Density functional theory data (ωB97M-V/def2-TZVPD) for C3H7NO3 as an isolated structure.

Properties
**Spin multiplicity**: 1
**Total charge**: 0
**Highest occupied orbital energy**: -9.75 eV

```
14
Properties=species:S:1:pos:R:3:mulliken_charge:R:1
O -1.69239 -0.02493 1.70364 -0.568
C -1.30985 -1.19918 1.85639 0.144
O -0.21450 -1.77452 1.45712 -0.571
H -2.01130 -1.85886 2.37496 0.389
O 1.33856 1.30952 -2.64909 -0.509
C 0.37138 1.48386 -1.85196 0.047
C 0.15125 0.66654 -0.59941 -0.471
N 1.21501 -0.28653 -0.08300 -0.519
H -0.43362 2.26442 -2.02439 0.314
H -0.13137 1.32828 0.20442 0.400
H -0.74822 0.09566 -0.81618 0.293
H 1.91005 0.24784 0.47132 0.295
H 0.39739 -1.10652 0.65590 0.466
H 1.78201 -0.75299 -0.80844 0.291
```

=====

ii:
Density functional theory data (ωB97M-V/def2-TZVPD) for a 2-piece molecular cluster, C3H7NO3 overall.

Properties
**Spin multiplicity**: 1
**Structure (SMILES)**: CC(=O)NC=O.O
**Total charge**: 0
**Highest occupied orbital energy**: -10.53 eV

```
14
Properties=species:S:1:pos:R:3:mulliken_charge:R:1
O 1.54355 -1.14247 -0.30467 -0.568
C 0.33939 -0.74654 -0.27424 0.627
N -0.03791 -0.02947 0.84266 -0.133
C -1.26396 0.64745 1.36990 0.071
O -1.29769 0.71353 2.58413 -0.454
C -0.65185 -1.38336 -1.13151 -1.055
H 0.56919 -0.12667 1.65212 0.279
H -1.59476 1.53893 0.78730 0.325
H -1.07012 -2.31468 -0.90750 0.313
H -0.03302 -1.27010 -2.07772 0.235
H -1.51367 -0.78002 -1.02496 0.342
H 1.88388 1.14993 -1.09760 0.305
H 1.29775 1.81477 0.22732 0.334
O 1.82920 1.92869 -0.64524 -0.621
```

=====

Name the least stable of them. ii.

=====

i:
Density functional theory data (ωB97M-V/def2-TZVPD) for a 2-piece molecular cluster, C3H10OS2 overall.

Properties
**Spin multiplicity**: 1
**Structure (SMILES)**: CCCSS.O
**Total charge**: 0
**Highest occupied orbital energy**: -9.31 eV

```
16
Properties=species:S:1:pos:R:3:mulliken_charge:R:1
C -0.72784 -0.08604 -1.91298 -0.497
C 0.05959 0.83357 -2.89222 -1.151
C 0.25572 -0.56943 -0.79881 -0.493
S -0.79569 -1.64460 0.22221 -0.079
S 0.26321 -1.29634 2.09418 -0.252
H -1.19621 -1.00749 -2.42254 0.341
H -1.60838 0.50219 -1.51794 0.321
H -0.57973 1.11383 -3.76405 0.311
H 0.68385 1.70820 -2.55156 0.325
H 0.79236 0.17391 -3.40365 0.305
H 0.61594 0.46354 -0.27585 0.330
H 1.09312 -1.05469 -1.21887 0.386
H 1.31405 -2.16592 2.32629 0.155
H 0.79435 0.80930 5.37571 0.321
H -0.88989 0.85407 5.47972 0.322
O -0.07444 1.36591 5.26036 -0.647
```

=====

ii:
Density functional theory data (ωB97M-V/def2-TZVPD) for a 2-piece molecular cluster, C3H10OS2 overall.

Properties
**Spin multiplicity**: 1
**Structure (SMILES)**: CCSSC.O
**Total charge**: 0
**Highest occupied orbital energy**: -8.55 eV

```
16
Properties=species:S:1:pos:R:3:mulliken_charge:R:1
C 1.24498 -2.21554 -1.66888 -1.046
C 1.14314 -2.15814 -0.14447 -0.272
S 1.07391 -0.58975 0.69947 -0.126
S -0.43736 -0.24410 1.87075 -0.074
C -1.51689 1.13766 1.13471 -0.825
H 2.00369 -2.84842 -2.01260 0.320
H 1.17867 -1.32053 -2.17406 0.345
H 0.34397 -2.81626 -1.99125 0.270
H 0.07444 -2.76748 -0.11876 0.216
H 1.94057 -2.76589 0.40497 0.309
H -2.42306 0.56814 0.78044 0.310
H -1.75822 2.00663 1.84081 0.286
H -1.15106 1.59265 0.24064 0.278
H 0.24112 4.17716 0.25482 0.318
H -1.31699 3.81321 0.57707 0.324
O -0.64092 4.43066 0.30635 -0.633
```

=====

Name the least stable of them. ii.